Arrangement i

Below is an isolated molecule of C4H4, with properties calculated with the ωB97M-V functional and the def2-TZVPD basis.

The calculation puts the HOMO energy at -0.3447 Eh. The orbital gap comes out at 10.426 eV. The total charge is 0. As for the SMILES: C#CC=C.

Last column: natural (NBO) charge in e.
Cartesian coordinates (Å):
C (-1.91, -0.17, 0.00)  -0.21
C (-0.74, 0.12, -0.01)  -0.05
C (0.65, 0.49, 0.00)  -0.27
C (1.66, -0.37, 0.00)  -0.33
H (-2.95, -0.42, 0.03)  0.24
H (0.85, 1.57, 0.01)  0.22
H (2.69, -0.05, -0.02)  0.20
H (1.47, -1.44, 0.00)  0.20



Arrangement ii

Below is a cluster of 2 separate species, C4H4 in total, with properties calculated with the ωB97M-V functional and the def2-TZVPD basis.

The calculation puts the HOMO energy at -0.3833 Eh. The orbital gap comes out at 11.369 eV. The total charge is 0. As for the SMILES: C#C.C#C.

Last column: natural (NBO) charge in e.
Cartesian coordinates (Å):
C (-3.39, 0.66, 0.02)  -0.25
C (-3.54, -0.62, -0.04)  -0.23
H (-3.23, 1.77, -0.18)  0.26
H (-3.32, -1.61, -0.02)  0.22
C (2.74, -0.05, -0.14)  -0.25
C (4.00, 0.07, -0.02)  -0.25
H (1.69, -0.25, 0.05)  0.25
H (5.05, 0.05, 0.31)  0.25



It turns out arrangement i is the most stable, with the second structure 292.9 kJ/mol higher.



Arrangement i

Below is a cluster of 2 separate species, C3H2FOP in total, with properties calculated with the ωB97M-V functional and the def2-TZVPD basis.

The calculation puts the HOMO energy at -0.3596 Eh. The orbital gap comes out at 9.958 eV. The total charge is 0.

Last column: natural (NBO) charge in e.
Cartesian coordinates (Å):
C (1.04, -0.89, -0.37)  -0.15
C (-0.15, -0.80, -0.37)  -0.44
C (2.24, 2.06, 0.47)  0.48
O (1.21, 2.45, 0.40)  -0.48
F (-2.03, 0.01, 1.04)  -0.58
P (-1.75, -1.35, 0.13)  0.99
H (2.05, -0.53, -0.38)  0.24
H (-2.61, -0.95, -0.92)  -0.07



Arrangement ii

Below is an isolated molecule of C3H2FOP, with properties calculated with the ωB97M-V functional and the def2-TZVPD basis.

The calculation puts the HOMO energy at -0.3746 Eh. The orbital gap comes out at 8.511 eV. The total charge is 0. As for the SMILES: C#CC(=O)PF.

Last column: natural (NBO) charge in e.
Cartesian coordinates (Å):
C (-2.27, 0.48, -0.54)  -0.07
C (-1.11, 0.32, -0.30)  -0.15
C (0.27, 0.25, 0.04)  0.03
O (0.99, 1.57, 0.20)  -0.49
P (1.34, -1.15, -0.12)  1.00
F (2.74, -0.48, 0.33)  -0.56
H (-3.31, 0.72, -0.83)  0.26
H (1.34, -1.71, 1.23)  -0.03



It turns out arrangement i is the most stable, with the second structure 217.1 kJ/mol higher.